[1]
Here is a 2-piece molecular cluster, C16H17N overall in a non-equilibrium geometry from the OMol25 dataset. Energies are from the ωB97M-V functional and the def2-TZVPD basis.

Each line ends with the Mulliken charge.
Element x y z (Å)
C: -1.878 2.197 -0.239  -0.7805
C: -0.580 0.289 -3.141  -0.4432
C: -0.959 0.367 -1.793  1.2161
C: -1.200 1.756 -1.492  0.4657
C: -1.115 2.411 -2.677  -0.7289
C: -0.480 -2.070 -3.011  -0.4345
C: -0.417 -0.939 -3.787  -0.7484
C: -0.664 -1.986 -1.613  -0.9517
C: -0.923 -0.783 -0.991  -0.4109
N: -0.643 1.552 -3.659  -0.1121
H: -0.320 -3.065 -3.406  0.3810
H: -0.320 -0.979 -4.866  0.3710
H: -0.344 -2.853 -1.047  0.3468
H: -1.114 -0.769 0.061  0.7780
H: -0.820 1.752 -4.628  0.2370
H: -1.170 3.471 -2.862  0.3925
H: -2.881 1.778 -0.130  0.3090
H: -2.097 3.263 -0.224  0.4278
H: -1.295 1.951 0.649  -0.2560
C: 0.159 1.624 3.536  -0.9778
C: 1.618 -1.412 1.751  -0.1796
C: 2.437 -1.923 2.731  -0.6554
C: 0.770 -0.331 1.966  0.4918
C: 0.680 0.226 3.240  0.6814
C: 2.237 -1.427 4.029  -0.3314
C: 1.300 -0.448 4.299  -0.7010
H: 1.648 -1.788 0.730  0.3726
H: 3.192 -2.687 2.647  0.3901
H: -0.006 -0.076 1.267  -0.5305
H: 2.706 -2.035 4.795  0.3311
H: 0.963 2.307 3.787  0.3027
H: -0.525 1.480 4.369  0.3463
H: 1.365 -0.072 5.314  0.3046
H: -0.418 1.990 2.688  0.0967

Its SMILES is Cc1c[nH]c2ccccc12.Cc1ccccc1. As for the HOMO-LUMO gap: 8.89 eV. For the strongest force on any atom, the calculation gives 1.8 eV/A. As for the relative energy (zero: lowest compared OMol25 entry of this formula, charge and spin): 107.39 kJ/mol. The HOMO energy comes out at -0.294 hartree. The charge is 0. For the LUMO energy, the calculation gives 0.033 Eh.

[2]
Here is a 2-piece molecular cluster, C16H17N overall in a non-equilibrium geometry from the OMol25 dataset. Energies are from the ωB97M-V functional and the def2-TZVPD basis.

Each line ends with the Mulliken charge.
Element x y z (Å)
C: 2.918 1.560 1.148  -1.3983
C: 1.769 0.285 2.946  -0.6960
C: 1.659 1.047 1.818  0.4387
C: -0.419 0.397 2.524  -0.4461
C: 0.251 1.176 1.573  1.2769
C: -1.809 0.305 2.511  -0.6106
C: -0.464 1.945 0.645  -0.5306
C: -2.511 0.923 1.501  -0.5453
C: -1.826 1.809 0.661  -0.6076
N: 0.524 -0.127 3.367  -0.0227
H: 2.580 0.155 3.641  0.3911
H: 0.338 -0.701 4.169  0.1713
H: 3.430 2.260 1.801  0.3201
H: 2.720 1.914 0.138  0.3591
H: -2.314 -0.346 3.220  0.3226
H: 0.089 2.590 -0.031  0.3971
H: -3.563 0.729 1.387  0.4805
H: -2.437 2.353 -0.054  0.3476
H: 3.593 0.711 1.047  0.3622
C: 1.685 -1.740 -3.123  -1.3427
C: -0.023 -1.873 -1.264  -0.4380
C: 0.305 -1.525 -2.566  0.8048
C: -1.217 -1.432 -0.692  -0.2327
C: -2.154 -0.736 -1.427  -0.5671
C: -0.646 -0.812 -3.306  -0.5315
C: -1.865 -0.458 -2.759  -0.5971
H: 0.632 -2.508 -0.683  0.3630
H: -1.350 -1.656 0.359  0.4367
H: 1.719 -1.405 -4.152  0.3624
H: 2.024 -2.775 -3.046  0.3307
H: -3.158 -0.576 -1.077  0.4721
H: -0.329 -0.428 -4.267  0.2811
H: -2.581 0.053 -3.383  0.3902
H: 2.431 -1.116 -2.626  0.2579

Its SMILES is Cc1c[nH]c2ccccc12.Cc1ccccc1. As for the HOMO-LUMO gap: 8.58 eV. For the strongest force on any atom, the calculation gives 1.6 eV/A. As for the relative energy (zero: lowest compared OMol25 entry of this formula, charge and spin): 50.42 kJ/mol. The HOMO energy comes out at -0.284 hartree. The charge is 0. For the LUMO energy, the calculation gives 0.032 Eh.

[3]
Here is one molecule with the formula C16H17N3O4S from the OMol25 dataset. Energies are from the ωB97M-V functional and the def2-TZVPD basis.

Each line ends with the Mulliken charge.
Element x y z (Å)
C: 3.737 1.366 -4.860  -1.3232
C: 3.684 0.301 -3.785  0.8131
O: 4.225 -0.772 -3.884  -0.5984
N: 2.959 0.710 -2.694  -0.1555
C: 2.665 0.015 -1.524  0.8708
C: 3.041 -1.314 -1.323  -0.6417
C: 2.696 -1.951 -0.148  -0.6972
C: 1.997 -1.264 0.824  0.1299
C: 1.627 0.055 0.649  -0.5938
C: 1.962 0.695 -0.526  -0.7115
H: 1.668 1.724 -0.681  0.2887
H: 1.083 0.560 1.431  0.4990
S: 1.459 -2.145 2.264  1.3458
O: 2.432 -3.101 2.694  -0.7128
O: 0.912 -1.223 3.228  -0.6545
N: 0.145 -3.031 1.623  -0.3833
N: -1.027 -2.285 1.667  -0.2989
C: -1.286 -1.425 0.625  0.2612
O: -0.809 -1.558 -0.480  -0.5673
C: -2.255 -0.353 0.980  0.8129
C: -3.234 0.009 0.060  -0.5922
C: -4.127 1.021 0.354  -0.6244
C: -4.051 1.709 1.560  1.0014
C: -3.050 1.364 2.462  -1.0434
C: -2.160 0.343 2.183  -0.4036
H: -1.369 0.119 2.885  0.3841
H: -2.965 1.904 3.394  0.3693
C: -5.034 2.790 1.887  -1.4571
H: -5.384 3.284 0.984  0.3840
H: -5.900 2.361 2.392  0.2812
H: -4.593 3.531 2.549  0.3624
H: -4.892 1.286 -0.362  0.3762
H: -3.284 -0.519 -0.880  0.4609
H: -1.292 -1.957 2.595  0.3511
H: 0.047 -3.954 2.026  0.3150
H: 2.962 -2.980 0.031  0.4168
H: 3.585 -1.834 -2.094  0.5147
H: 2.572 1.643 -2.735  0.1964
H: 2.732 1.600 -5.205  0.3322
H: 4.196 2.273 -4.471  0.3380
H: 4.324 0.999 -5.696  0.3537

Its SMILES is CC(=O)Nc1ccc(S(=O)(=O)NNC(=O)c2ccc(C)cc2)cc1. As for the HOMO-LUMO gap: 9.50 eV. For the strongest force on any atom, the calculation gives 0.7 eV/A. As for the relative energy (zero: lowest compared OMol25 entry of this formula, charge and spin): 241.69 kJ/mol. The HOMO energy comes out at -0.328 hartree. The charge is 0. For the LUMO energy, the calculation gives 0.021 Eh.

[4]
Here is one molecule with the formula C16H17N3O5 in a non-equilibrium geometry from the OMol25 dataset. Energies are from the ωB97M-V functional and the def2-TZVPD basis.

Each line ends with the Mulliken charge.
Element x y z (Å)
O: -1.784 -0.072 -0.717  -0.6397
N: -0.090 4.375 -1.375  -0.3724
N: 0.543 3.314 -0.810  -0.4768
O: -1.527 2.671 -1.187  -0.2653
O: -4.709 4.721 -2.914  -0.3593
O: -2.161 6.045 -2.361  -0.3798
O: 2.468 -4.545 1.550  -0.3804
C: -0.557 -0.117 -0.371  0.4797
C: -1.364 3.931 -1.482  0.2421
C: -0.273 2.297 -0.775  0.3293
C: -3.605 4.103 -2.458  -0.1894
C: -2.395 4.717 -2.183  0.5812
C: 0.419 -3.030 1.821  -0.2801
C: 1.893 -2.936 -0.114  -0.4590
C: -0.383 -1.950 1.311  -0.7106
C: 1.159 -1.845 -0.610  -0.6973
C: 1.623 -3.471 1.113  0.2737
C: 0.024 -1.382 0.083  0.4067
N: 0.206 1.001 -0.380  -0.0721
C: 2.414 -6.055 3.567  -1.3869
C: 4.443 -4.415 2.954  -1.2351
C: -4.518 6.072 -3.289  -0.3823
C: -3.031 6.482 -3.424  -0.6223
C: 2.965 -4.748 2.931  0.5212
H: -3.740 2.999 -2.209  0.4168
H: 0.236 -3.430 2.777  0.4778
H: 2.729 -3.329 -0.726  0.3628
H: -1.340 -1.540 1.756  0.3451
H: 1.337 -1.483 -1.560  0.5545
H: 1.163 0.972 -0.297  0.2581
H: 1.306 -6.211 3.589  0.2861
H: 2.937 -6.896 3.130  0.3419
H: 2.650 -6.006 4.550  0.4818
H: 4.466 -3.354 2.766  0.3213
H: 4.782 -4.593 3.972  0.3593
H: 5.040 -5.012 2.233  0.3113
H: -4.830 6.663 -2.356  0.2585
H: -5.234 6.423 -4.116  0.3177
H: -2.861 6.107 -4.392  0.3450
H: -2.889 7.524 -3.516  0.4108
H: 2.489 -3.996 3.519  0.2261

Its SMILES is CC(C)Oc1ccc(C(=O)Nc2nnc(C3=COCCO3)o2)cc1. As for the HOMO-LUMO gap: 8.58 eV. For the strongest force on any atom, the calculation gives 5.4 eV/A. As for the relative energy (zero: lowest compared OMol25 entry of this formula, charge and spin): 708.72 kJ/mol. The HOMO energy comes out at -0.294 hartree. The charge is 0. For the LUMO energy, the calculation gives 0.021 Eh.

[5]
Here is C16H17N8O2S2Ti as an isolated structure in a non-equilibrium geometry from the OMol25 dataset. Energies are from the ωB97M-V functional and the def2-TZVPD basis.

Each line ends with the Mulliken charge.
Element x y z (Å)
Ti: -0.743 0.463 0.433  -0.0032
S: -0.784 -2.002 -0.395  -0.5277
C: 0.483 -1.902 0.736  0.4355
N: 0.909 -0.741 1.193  0.0657
C: 1.813 -0.881 2.219  -0.3574
C: 2.396 0.162 2.938  -0.1457
C: 3.278 -0.140 3.957  -0.6996
C: 3.599 -1.463 4.257  -0.4303
C: 3.035 -2.509 3.546  -0.5443
C: 2.136 -2.212 2.534  0.8648
S: 1.229 -3.290 1.510  -0.2781
H: 2.146 1.187 2.697  0.2892
H: 3.714 0.660 4.540  0.3562
H: 4.284 -1.676 5.066  0.3626
H: 3.274 -3.536 3.790  0.3671
N: -0.346 2.449 1.456  -0.2713
N: -1.187 3.375 0.804  -0.3758
C: -2.345 2.865 0.168  0.5822
O: -3.205 3.657 -0.174  -0.7346
O: -2.319 1.595 -0.020  -0.6462
H: -0.526 2.421 2.457  0.2937
H: 0.622 2.685 1.263  0.3416
H: -1.318 4.267 1.255  0.2668
N: 0.673 1.293 -0.871  -0.7119
C: -0.185 0.788 -1.578  0.8076
N: -0.508 0.586 -2.874  0.1916
C: -1.900 0.302 -3.221  -0.7478
C: -2.092 -1.125 -3.728  -0.1411
C: -1.163 -1.425 -4.921  -0.6192
C: -0.084 -0.352 -5.083  -0.8655
C: 0.525 0.019 -3.739  -0.4695
H: -2.216 1.009 -3.995  0.2934
H: -2.504 0.504 -2.337  0.3248
H: -3.140 -1.277 -3.997  0.4163
H: -1.874 -1.812 -2.914  -0.1140
H: -1.733 -1.512 -5.849  0.2604
H: -0.676 -2.391 -4.762  0.3264
H: -0.510 0.547 -5.536  0.2900
H: 0.701 -0.701 -5.757  0.3971
H: 1.330 0.749 -3.861  0.4214
H: 0.957 -0.876 -3.269  0.2915
N: 0.104 0.463 6.209  -0.5855
C: -0.737 0.168 5.468  0.5136
N: -1.755 -0.157 4.702  -0.7778
C: -1.663 -0.121 3.426  0.5746
N: -1.691 -0.109 2.256  -0.2876

As for the HOMO-LUMO gap: 6.62 eV. For the strongest force on any atom, the calculation gives 2.9 eV/A. As for the relative energy (zero: lowest compared OMol25 entry of this formula, charge and spin): 68.35 kJ/mol. The HOMO energy comes out at -0.149 hartree. The charge is -1. For the LUMO energy, the calculation gives 0.094 Eh.

[6]
Here is a 2-piece molecular cluster, C16H17NO overall in a non-equilibrium geometry from the OMol25 dataset. Energies are from the ωB97M-V functional and the def2-TZVPD basis.

Each line ends with the Mulliken charge.
Element x y z (Å)
C: 1.366 0.019 2.300  -1.2638
C: 1.204 1.851 0.450  1.1560
C: 1.965 0.910 1.235  0.7529
C: 2.121 2.378 -0.504  -0.3853
C: 3.234 0.821 0.719  -0.7175
C: -0.075 2.344 0.507  -0.4728
C: -0.492 3.270 -0.490  -0.7379
C: 0.439 3.798 -1.394  -0.4850
C: 1.756 3.338 -1.414  -0.7372
N: 3.340 1.807 -0.256  -0.0587
H: -0.866 2.046 1.163  0.3642
H: -1.495 3.612 -0.447  0.4330
H: -0.020 4.537 -2.039  0.3541
H: 0.294 0.136 2.410  0.2695
H: 1.922 0.220 3.232  0.3916
H: 3.944 0.190 1.273  0.3686
H: 4.126 1.889 -0.876  0.2019
H: 2.379 3.615 -2.258  0.3118
H: 1.767 -0.964 1.996  0.2624
C: -0.246 -2.080 -2.349  -1.3877
C: -0.541 -2.355 0.111  -0.5699
C: -1.131 -2.029 -1.119  1.0290
C: -1.362 -2.340 1.281  -0.5476
C: -2.487 -1.821 -1.273  -0.6775
C: -2.730 -2.191 1.082  0.2677
C: -3.313 -1.902 -0.120  -0.3878
O: -3.529 -2.321 2.212  -0.5533
H: 0.428 -2.717 0.322  0.3391
H: -0.883 -2.531 2.238  0.4176
H: 0.670 -2.628 -2.112  0.3247
H: -0.062 -1.222 -3.010  0.3107
H: -3.057 -1.886 -2.190  0.3372
H: -4.397 -1.846 -0.131  0.4172
H: -3.540 -3.217 2.548  0.3159
H: -0.730 -2.729 -3.098  0.3567

Its SMILES is Cc1c[nH]c2ccccc12.Cc1ccc(O)cc1. As for the HOMO-LUMO gap: 8.44 eV. For the strongest force on any atom, the calculation gives 3.6 eV/A. As for the relative energy (zero: lowest compared OMol25 entry of this formula, charge and spin): 158.73 kJ/mol. The HOMO energy comes out at -0.280 hartree. The charge is 0. For the LUMO energy, the calculation gives 0.030 Eh.